[1]
Entry from the Open Molecules 2025 dataset: the molecule C10H11N in a non-equilibrium geometry (ωB97M-V with the def2-TZVPD basis set).

```
22
Properties=species:S:1:pos:R:3:nbo_charge:R:1
N 2.21305 -0.20682 -0.39366 -0.59
C 2.76356 2.09820 0.38274 -0.49
C -1.46871 -0.47674 -0.08813 -0.36
C 0.49806 1.06045 0.23778 -0.22
C 1.10101 -1.03591 -0.51971 0.17
C 1.91366 1.05365 0.09959 0.16
C 1.08746 -2.24300 -1.00433 -0.50
C -3.15912 1.41145 -0.98200 -0.25
C -0.12451 -0.06116 -0.17245 0.03
C -1.89002 -0.82442 1.35047 -0.58
C -2.32237 0.65177 -0.49725 0.02
H 3.73494 2.15688 -0.01438 0.20
H 1.94687 -2.86647 -1.26208 0.21
H 0.11675 -2.70293 -1.24761 0.20
H -2.85123 -1.58829 1.41347 0.21
H -1.13312 -1.52810 1.74953 0.22
H -2.06519 -0.04147 2.08057 0.23
H -0.16932 1.87134 0.47497 0.23
H -3.82387 2.19670 -1.25083 0.24
H 2.27418 3.05144 0.68249 0.21
H 3.09479 -0.64694 -0.26920 0.40
H -1.73684 -1.32963 -0.76999 0.26
```

- spin multiplicity = 1
- maximum force (Eh/bohr) = 0.13282
- HOMO energy (eV) = -7.61
- SMILES string = C#C[C@H](C)c1cc(=C)[nH]c1=C
- energy relative to the best compared isomer or geometry (same formula, charge and spin) (eV) = 3.759
- DFT total energy (hartree) = -442.24981
- HOMO-LUMO gap (eV) = 8.09
- total charge = 0

---

[2]
Entry from the Open Molecules 2025 dataset: a structure of composition C27H75Cl6O28P7 in a non-equilibrium geometry (ωB97M-V with the def2-TZVPD basis set).

```
143
Properties=species:S:1:pos:R:3:mulliken_charge:R:1
Cl 2.25014 -5.21909 -1.02453 -0.18
Cl -0.51207 -5.63747 0.45881 -0.17
Cl -1.98857 -1.82828 3.36465 0.01
Cl -4.01159 -4.57894 3.92624 -0.22
Cl -0.05399 -1.81679 0.27463 0.18
Cl 1.79227 1.05395 1.05662 -0.12
P -4.79726 0.34940 1.08647 -0.59
P -0.78579 3.11317 4.75181 1.27
P 2.39642 -2.73783 4.79040 1.00
P 3.73492 -0.31420 -6.12291 0.32
P 5.22076 -0.61410 -0.98365 0.32
P -1.20034 -1.10173 -3.82167 1.55
P -3.87125 5.45864 -1.73739 0.52
O 3.75590 -0.84307 -0.35606 0.45
O -5.97528 0.80212 0.08733 -0.30
O 1.45916 -3.67536 4.14824 -0.48
O -3.42764 0.48547 0.58195 0.91
O -5.30505 -1.16330 1.32564 -0.40
O -5.32887 5.58351 -1.15082 -0.27
O -0.94605 1.71028 5.06832 -0.77
O 4.23129 -1.84641 -6.07378 -0.33
O 6.25186 -0.06886 -0.05552 -0.77
O -0.70380 0.16838 -3.31828 -0.77
O -1.15565 -1.10559 -5.39742 -0.39
O -3.53715 4.10159 -0.99025 0.38
O 2.80124 -3.00839 6.30300 -0.49
O 4.77292 0.29782 -2.19743 0.10
O 0.66879 3.73067 4.57086 -0.43
O 1.84601 -1.23707 4.83973 -0.21
O -0.44008 -2.43525 -3.41166 -0.56
O -1.49029 3.65125 3.41852 -0.36
O 2.91245 -0.29758 -4.77704 1.04
O 2.69502 -0.27831 -7.29853 -0.36
O -1.52844 4.06622 5.77773 -0.45
O -5.09686 1.11838 2.44130 -0.35
O 4.83328 0.67042 -6.30719 -0.81
O -2.97693 6.64375 -1.10289 -0.37
O 3.77011 -2.74172 4.05428 -0.36
O -2.61928 -1.46022 -3.39499 -0.52
O 5.64100 -1.98259 -1.71327 -0.45
O -3.68382 5.51026 -3.20422 -0.75
C 3.53230 -1.82666 0.72569 -0.38
C 1.00259 -2.26976 -3.13738 0.71
C 4.80404 -2.51804 -2.78032 0.10
C -4.01638 1.20706 3.45959 -0.03
C -2.25556 -4.47614 3.89011 -0.60
C 1.08104 -5.96231 1.30313 -0.36
C 1.21436 -0.70790 3.68929 0.81
C -0.39531 -0.11564 -0.10288 0.42
C 1.77265 2.82360 4.83259 -0.29
C 5.46700 -2.13812 -6.78977 -0.83
C -3.37409 -0.80189 -2.32468 -0.39
C -2.97219 6.92421 0.35128 -0.34
C 0.81473 0.67606 -0.36377 1.07
C -4.46715 -2.25898 0.79665 0.05
C -2.21208 3.63151 -1.13624 -0.72
C -1.80083 -2.19900 -6.09929 -0.90
C -6.10533 2.19204 -0.34128 -0.32
C 5.83779 1.19576 -2.77147 -0.81
C 2.13977 -5.05073 0.74428 0.22
C 2.35061 0.88088 -4.21665 -0.59
C -6.34743 6.29686 -1.91818 -0.71
C -1.16522 3.10325 2.15298 -0.48
C -1.50966 5.46978 5.61925 -0.67
C 1.47747 -1.15342 -7.29508 -0.31
C 1.54751 -3.16559 7.04830 -0.58
C -1.72961 -3.52377 2.87082 0.42
C 4.74461 -1.69025 4.47703 -0.64
H -1.76280 -1.96439 -7.16162 0.28
H 4.27903 -0.68354 4.24780 0.21
H -0.64152 -3.72807 2.78797 -0.36
H -0.93263 0.21884 0.74983 0.07
H -1.93128 -5.47464 3.63870 0.37
H -4.54497 -3.10712 1.50061 0.24
H -2.88757 0.13967 -2.13469 -0.07
H -1.96971 -4.26337 4.91299 0.22
H -4.35127 1.95140 4.18944 0.32
H 0.93635 -0.87934 -8.20148 0.31
H -2.15858 -3.73776 1.89014 0.14
H 0.61189 -1.42462 3.14888 -0.42
H 1.55519 0.07530 -0.94180 -0.87
H 0.88246 -0.94243 -6.39521 0.01
H -0.84923 2.06500 2.21316 0.14
H -4.79746 -2.61624 -0.18748 0.42
H -2.33041 5.85627 4.94240 0.20
H -3.35250 -1.43515 -1.46594 0.32
H 0.75888 -3.49567 6.37941 0.15
H 5.35874 -1.93503 -7.89092 0.29
H 4.92514 -1.89601 5.53042 0.30
H -0.51962 5.80705 5.33280 0.31
H 2.62592 1.01017 -3.20568 0.01
H -0.44815 3.71473 1.61202 0.44
H -2.03962 3.44235 -2.20464 0.71
H 1.07212 -1.86532 -2.11563 -0.30
H -2.51110 7.87106 0.55583 0.30
H -1.40247 4.27188 -0.73290 0.32
H 1.32433 -6.99240 1.15261 0.49
H -5.17134 2.65169 -0.69265 -0.05
H 1.91619 -0.23896 2.95792 -0.27
H 5.53285 1.42883 -3.80158 0.22
H -4.40352 -0.57553 -2.60143 0.33
H 1.88086 -4.02918 1.00210 -0.56
H 2.64921 1.73840 -4.77814 0.60
H -2.22556 2.60945 -0.72803 -0.23
H 1.25468 0.83413 -4.13981 -0.02
H -6.79613 2.20491 -1.16892 0.37
H 1.57955 -3.20004 -3.24976 0.29
H 5.81518 2.14941 -2.25705 0.25
H 1.85375 2.14228 3.97916 -0.01
H 3.13220 -5.25248 1.12217 0.55
H 2.46386 -1.86657 0.96722 -0.49
H 2.63728 3.45974 4.90479 0.35
H -5.96981 7.26068 -2.28339 0.33
H 5.76277 -3.11588 -6.48514 0.27
H 5.21277 -2.33898 -3.78175 0.04
H 3.83349 -2.02847 -2.69482 -0.25
H -2.09456 3.09244 1.55629 0.15
H -6.70638 5.72257 -2.78050 0.27
H -2.45930 6.12227 0.87117 0.01
H 1.74741 -4.09664 7.60700 0.27
H -6.61293 2.85728 0.38216 0.29
H -1.77368 5.86170 6.64683 0.25
H 6.15631 -1.40279 -6.40624 0.36
H 1.35423 -2.32257 7.69730 0.25
H -2.83580 -2.33025 -5.73342 0.33
H 4.05615 -1.47678 1.62713 0.28
H -4.02594 6.89211 0.72324 0.25
H 4.76126 -3.58456 -2.56725 0.34
H -1.25306 -3.11337 -5.98915 0.32
H 5.63331 -1.79869 3.91108 0.24
H -3.41868 -1.99872 0.65599 -0.46
H -7.09821 6.42066 -1.18041 0.26
H 3.92643 -2.80590 0.45278 0.50
H 1.33867 -1.56538 -3.88439 -0.45
H 6.79744 0.71205 -2.70026 0.38
H -1.11025 -0.09577 -0.89645 -1.15
H -3.11115 1.51894 2.99467 -0.30
H -3.80730 0.31111 4.01053 0.32
H 1.80679 -2.17791 -7.28820 0.30
H 0.56052 1.62822 -0.85191 0.53
H 1.69135 2.31899 5.82273 0.32
H 0.96911 -5.71084 2.35874 0.07
H 0.61773 0.13985 3.97168 0.12
```

- spin multiplicity = 1
- maximum force (Eh/bohr) = 0.05728
- HOMO energy (eV) = -10.40
- energy relative to the best compared isomer or geometry (same formula, charge and spin) (eV) = 0.000
- DFT total energy (hartree) = -8331.75576
- HOMO-LUMO gap (eV) = 10.83
- total charge = 0

---

[3]
Entry from the Open Molecules 2025 dataset: the ion C11H13OS with charge -1 in a non-equilibrium geometry (ωB97M-V with the def2-TZVPD basis set).

```
26
Properties=species:S:1:pos:R:3:nbo_charge:R:1
S 3.59567 -2.96928 0.17636 -0.42
O 2.46760 -1.61243 -1.58653 -0.66
C -2.41828 1.20515 0.46838 -0.61
C 2.51925 -1.93396 -0.42770 0.32
C 1.20699 -1.36874 0.51321 -0.40
C 1.96037 -0.85264 1.66818 -0.09
C -0.81784 -0.31005 -0.57220 -0.20
C 2.15492 1.34373 0.66536 -0.20
C -1.84901 0.67600 -0.85396 -0.31
C -2.94498 0.02171 -1.62453 -0.57
C 0.52465 -0.12410 -0.14676 0.03
C 2.32843 0.40587 1.73632 -0.33
C 1.31546 1.02654 -0.33038 -0.23
H 2.94232 0.76695 2.59366 0.19
H -3.79686 0.59204 -1.87524 0.20
H -3.30553 -0.93210 -1.07710 0.20
H -1.95636 0.55089 1.25991 0.23
H 1.11190 1.65783 -1.30869 0.21
H 2.68176 2.34406 0.75598 0.20
H 0.62584 -2.14700 0.83577 0.22
H -2.46783 -0.32463 -2.69228 0.20
H -2.04183 2.18819 0.75769 0.21
H 2.34534 -1.66013 2.39393 0.23
H -1.18878 -1.29401 -0.41020 0.18
H -3.51664 1.21385 0.47822 0.19
H -1.47657 1.53628 -1.39742 0.20
```

- spin multiplicity = 1
- maximum force (Eh/bohr) = 0.12039
- HOMO energy (eV) = -3.46
- SMILES string = CC(C)/C=C1\C=CC=C[C@@H]1C([O-])=S
- energy relative to the best compared isomer or geometry (same formula, charge and spin) (eV) = 2.015
- DFT total energy (hartree) = -900.32087
- HOMO-LUMO gap (eV) = 6.72
- total charge = -1

---

[4]
Entry from the Open Molecules 2025 dataset: a structure of composition C18H41GdN2P3S2 in a non-equilibrium geometry (ωB97M-V with the def2-TZVPD basis set).

```
67
Properties=species:S:1:pos:R:3:mulliken_charge:R:1
Gd -0.12308 0.89134 -0.73416 -0.20
S 2.09504 -0.71972 -0.87442 -0.28
S 0.69299 3.18973 -0.48141 0.12
P -0.83177 -0.56030 -2.76640 1.14
P -2.62683 2.28139 -0.62325 0.87
P -1.27540 -0.52213 1.37287 1.00
N 2.93970 -2.07057 1.24283 -0.35
N 1.35469 -3.20661 0.05098 -0.25
C 3.20637 2.28754 2.65726 -0.62
C -4.22344 1.38200 -0.57631 -1.31
C 1.06386 6.92331 -1.95539 -0.73
C -2.45518 -1.67637 0.56095 -1.10
C -2.90335 3.56707 0.64862 -1.22
C 2.08562 1.64601 3.06977 -0.09
C 1.43240 6.96074 0.43249 -0.75
C -0.42614 -1.72062 2.45063 -1.12
C 0.12715 0.27360 -4.06652 -1.27
C 2.11220 -2.10231 0.17787 0.62
C -2.83898 3.33372 -2.11226 -1.14
C 1.44339 7.62775 -0.80685 -0.41
C 0.71077 5.56965 -1.88738 -0.50
C -2.53660 -0.70579 -3.27426 -1.20
C -0.20154 -2.24218 -2.88646 -1.32
C 1.08564 5.61315 0.51065 -0.28
C 0.85786 4.88388 -0.67160 0.86
C -2.31869 0.35664 2.58966 -1.11
H 3.45784 -2.91005 1.53176 0.27
H -0.35658 -2.52900 -3.93073 0.57
H -0.06266 -0.29158 -4.98264 0.49
H 1.07424 7.40685 -2.93214 0.40
H -1.11526 -2.01960 3.25439 0.48
H 4.04210 1.82367 2.11684 0.25
H 3.36769 -1.16161 1.40925 0.16
H -5.02518 2.10954 -0.76706 0.47
H 0.86967 -2.28389 -2.63676 0.33
H 0.46802 -1.26446 2.88687 0.30
H -2.76568 -0.37902 3.27037 0.53
H -4.25551 0.60516 -1.35521 0.27
H 1.25145 2.09188 3.64385 0.30
H 1.80609 8.66680 -0.88583 0.41
H 1.91430 0.56995 2.84666 -0.13
H -1.95022 3.96039 1.02418 0.23
H 1.62294 -4.07728 0.50853 0.25
H -3.49806 3.15132 1.47066 0.45
H -1.69356 1.05067 3.16527 0.35
H 1.04259 5.12794 1.48796 0.43
H 0.36033 5.04577 -2.77614 0.36
H -4.36473 0.94633 0.42227 0.38
H -3.16983 -1.13551 -0.06898 0.09
H -1.91290 -2.38233 -0.08442 0.25
H -0.19140 1.31753 -4.18736 0.38
H -3.46313 4.38712 0.18021 0.45
H -3.10819 0.95297 2.11449 0.15
H -3.09904 2.67448 -2.94876 0.34
H 0.55664 -3.21072 -0.58260 0.07
H 1.76160 7.48994 1.31996 0.40
H 3.32601 3.35992 2.80885 0.29
H -3.66676 4.03488 -1.93460 0.50
H -2.49747 -1.22961 -4.23313 0.53
H -1.92068 3.89454 -2.34023 0.17
H 1.43999 2.50323 -1.49471 0.23
H -3.00968 0.27865 -3.37404 0.29
H -0.12143 -2.59747 1.87023 0.38
H -2.99114 -2.24040 1.33627 0.53
H -3.07126 -1.30564 -2.52490 0.36
H -0.78440 -2.88027 -2.20790 0.31
H 1.20125 0.23956 -3.82832 0.40
```

- spin multiplicity = 8
- maximum force (Eh/bohr) = 0.04138
- HOMO energy (spin up / spin down) (eV) = -16.96 / -16.98
- energy relative to the best compared isomer or geometry (same formula, charge and spin) (eV) = 0.000
- DFT total energy (hartree) = -3405.08891
- HOMO-LUMO gap (spin up / spin down) (eV) = 5.98 / 7.84
- total charge = +3